Version one
ORCA calculation (ωB97M-V/def2-TZVPD) on 8 unconnected molecules or ions with the total composition C23H61NO15.

Each line ends with the Löwdin charge.
Element x y z (Å)
C -3.50603 4.85182 -0.22635  -0.0157
C -3.23664 4.09505 1.11667  -0.4485
C -1.90969 4.67601 1.71089  -0.0280
C -4.34350 4.23501 2.13484  -0.1200
C -5.58427 3.35323 1.82004  -0.2030
C -5.21279 1.94132 1.72937  -0.1716
C -4.17282 1.70870 0.60822  -0.4670
C -3.59473 0.29094 0.89488  -0.0317
C -4.82371 1.87277 -0.81971  -0.0012
N -3.01521 2.59827 0.82968  -0.1141
O -1.93822 2.38867 -0.03350  -0.0277
H -4.57157 4.78764 -0.44680  0.0654
H -3.25134 5.91107 -0.19113  0.0857
H -2.79360 4.49965 -0.97235  0.0588
H -1.02767 4.98087 1.14769  0.0725
H -2.31161 5.41173 2.40751  0.0748
H -1.46848 3.92167 2.36236  0.0758
H -3.97832 3.97494 3.12838  0.1240
H -4.71974 5.25288 2.03245  0.1243
H -6.48119 3.47773 2.42679  0.1157
H -6.04679 3.66775 0.88449  0.0981
H -5.99083 1.17830 1.75299  0.1286
H -4.69393 1.78902 2.67577  0.1160
H -2.82327 -0.10774 0.23609  0.0611
H -4.38636 -0.45607 0.83660  0.0813
H -3.23768 0.25294 1.92404  0.0867
H -5.23467 2.85954 -1.03298  0.0594
H -5.67358 1.20239 -0.94787  0.0792
H -4.00153 1.53716 -1.45177  0.0648
H -1.35019 1.90350 0.54997  0.0960
O -1.21705 -0.97298 -5.78846  -0.0907
C -1.50646 0.34845 -5.36039  -0.2037
C -2.35357 0.20918 -4.08979  -0.2232
O -1.77243 -0.36311 -2.94016  -0.0860
H -0.60148 -1.40882 -5.19456  0.0106
H -0.60321 0.95686 -5.40585  0.1055
H -2.19802 0.71728 -6.11789  0.1213
H -3.04765 -0.61470 -4.25584  0.1280
H -2.80204 1.19570 -3.97248  0.1125
H -2.49901 -0.84842 -2.54247  0.0948
O -0.20016 -1.40976 0.66647  -0.0603
C 0.58741 -0.43702 -0.01007  -0.2034
C 2.05064 -0.97404 -0.15597  -0.2334
O 2.53118 -1.91008 0.80172  -0.0676
H 0.36732 -1.79801 1.33642  0.0723
H 0.30132 -0.18004 -1.02998  0.1065
H 0.64248 0.41435 0.66834  0.1020
H 2.77890 -0.16325 -0.17434  0.1134
H 2.12810 -1.37226 -1.16767  0.1085
H 3.45669 -1.70065 0.65619  0.0724
O -0.43400 4.39932 -1.35987  -0.0707
C 0.15977 4.40719 -2.57835  -0.2552
C 0.72934 3.01058 -3.05881  -0.2299
O 0.80651 3.01619 -4.47032  -0.0673
H -1.13640 3.76613 -1.52512  0.0438
H -0.67055 4.58794 -3.26099  0.1211
H 0.91654 5.18998 -2.62965  0.1265
H 0.10663 2.19948 -2.68139  0.1014
H 1.70973 2.77358 -2.64558  0.1126
H 1.28975 2.19317 -4.57384  0.0767
O 4.16729 -0.11898 3.75206  -0.0676
C 3.35738 0.70317 2.93338  -0.2191
C 4.29008 1.81785 2.34541  -0.1723
O 5.23740 1.15904 1.42647  -0.1053
H 4.50717 -0.85187 3.23347  0.0280
H 2.64764 0.25278 2.23947  0.0970
H 2.76784 1.27252 3.65197  0.1128
H 4.90071 2.39631 3.03867  0.1169
H 3.67735 2.47150 1.72459  0.1077
H 6.04793 0.96776 1.90402  0.0645
O 3.16691 -6.52968 0.89442  -0.0686
C 2.16990 -5.62597 0.47172  -0.2330
C 1.34730 -5.00070 1.69744  -0.2166
O 0.70382 -6.00918 2.44679  -0.0596
H 3.79081 -6.82776 0.22847  0.0837
H 2.65196 -4.88566 -0.16676  0.1000
H 1.38304 -6.01265 -0.17590  0.1035
H 0.61722 -4.41638 1.13739  0.0962
H 1.92124 -4.35922 2.36616  0.1071
H 1.29194 -6.56931 2.95861  0.0868
O 5.56844 -2.36442 2.13815  -0.0596
C 5.97972 -3.35748 3.04962  -0.2321
C 5.47970 -3.12291 4.47858  -0.2763
O 5.33179 -4.30401 5.19011  -0.0406
H 6.31864 -1.76756 2.18870  0.0882
H 5.37038 -4.22420 2.79348  0.1222
H 7.04213 -3.60085 3.06183  0.1295
H 4.51196 -2.63063 4.38253  0.1160
H 6.28260 -2.56042 4.95508  0.1246
H 5.61429 -4.07469 6.07848  0.0907
O -0.88936 -4.00977 -1.48444  -0.0802
C -0.05291 -4.25708 -2.72594  -0.1532
C -0.30085 -3.30692 -3.95050  -0.2267
O 0.20588 -1.98985 -3.80853  -0.0904
H -0.51095 -3.29762 -0.96363  0.0330
H 1.01964 -4.29037 -2.53456  0.1040
H -0.30892 -5.24933 -3.09743  0.1104
H -1.36113 -3.34549 -4.20034  0.1223
H 0.20457 -3.68134 -4.84071  0.1266
H -0.29064 -1.68754 -3.04454  0.0516

* highest occupied orbital energy: -0.3035 hartree
* SMILES: CC1(C)CCCC(C)(C)N1O.OCCO.OCCO.OCCO.OCCO.OCCO.OCCO.OCCO
* charge: 0
* 2S+1: 1

=====

Version two
ORCA calculation (ωB97M-V/def2-TZVPD) on 8 unconnected molecules or ions with the total composition C23H61NO15.

Each line ends with the Löwdin charge.
Element x y z (Å)
C 1.86610 -5.58058 1.89381  -0.0308
C 0.98829 -5.83730 0.62261  -0.4164
C 1.38509 -4.92006 -0.54255  -0.0517
C 1.29943 -7.41860 0.22752  -0.1161
C 0.32727 -8.42474 0.92357  -0.1562
C -1.14657 -7.87073 1.08013  -0.1060
C -1.34583 -6.39498 1.70293  -0.4593
C -2.82012 -5.99273 1.57073  -0.0450
C -1.07338 -6.50423 3.25103  -0.0390
N -0.40193 -5.44267 1.07008  -0.1509
O -0.63395 -4.08693 1.31908  -0.0057
H 1.52073 -6.35474 2.57899  0.0524
H 2.89129 -5.86780 1.66012  0.0787
H 1.63275 -4.53308 2.08453  0.0827
H 0.81649 -5.13700 -1.44684  0.0783
H 1.45215 -3.84285 -0.39019  0.0772
H 2.32927 -5.27742 -0.95356  0.0750
H 1.36816 -7.69207 -0.82538  0.0924
H 2.36065 -7.66732 0.23353  0.1022
H 0.33609 -9.29211 0.26350  0.1004
H 0.71885 -8.59684 1.92613  0.0974
H -1.75506 -8.63995 1.55568  0.1061
H -1.65581 -7.71740 0.12868  0.1019
H -3.59777 -6.74391 1.43263  0.0814
H -2.90748 -5.41009 0.65367  0.0776
H -3.25618 -5.51467 2.44789  0.0798
H -1.44748 -5.57135 3.67280  0.0692
H -0.02504 -6.57976 3.53975  0.0539
H -1.68234 -7.29897 3.68192  0.0805
H -1.39879 -3.94295 0.75704  0.0907
O 2.00105 9.54292 1.15058  -0.0748
C 0.71746 8.81985 1.13045  -0.2217
C 0.91435 7.38444 0.62162  -0.2128
O 1.53375 6.67567 1.71916  -0.0785
H 1.83239 10.39614 1.55699  0.0737
H 0.04542 8.81687 1.98862  0.1118
H 0.05966 9.47324 0.55733  0.1029
H 1.62793 7.32707 -0.20034  0.1192
H -0.06709 6.94329 0.44768  0.1183
H 0.90723 5.94835 1.71084  0.0673
O 0.42601 0.14041 -8.86737  -0.0991
C -0.52067 1.30960 -9.07370  -0.1625
C -1.34071 1.75107 -7.80109  -0.2386
O -0.57093 2.50324 -6.88497  -0.0717
H -0.14486 -0.63108 -8.88982  0.0616
H 0.09904 2.10395 -9.48974  0.1081
H -1.17832 1.04577 -9.90195  0.1025
H -1.71495 0.91640 -7.20831  0.1149
H -2.23002 2.27114 -8.15713  0.1042
H 0.06651 3.07307 -7.32149  0.0811
O -3.95457 -4.16154 -4.79523  -0.0786
C -4.08663 -3.75699 -3.40762  -0.2088
C -4.34463 -2.25773 -3.41783  -0.2400
O -4.07335 -1.83446 -2.07438  -0.0883
H -4.29512 -5.04038 -4.97759  0.0766
H -4.82188 -4.35317 -2.86718  0.1204
H -3.15397 -3.86384 -2.85370  0.1117
H -5.31184 -1.79247 -3.60794  0.1147
H -3.78619 -1.73385 -4.19359  0.1119
H -4.36178 -0.93396 -1.90849  0.0785
O 6.28956 5.75868 1.40843  -0.0695
C 7.12092 6.57574 2.24317  -0.2539
C 6.79111 8.06251 2.18401  -0.1859
O 5.59536 8.22970 3.03462  -0.0990
H 5.52728 5.65859 1.98334  0.0741
H 7.28741 6.13847 3.22765  0.1223
H 8.03736 6.41581 1.67513  0.1101
H 6.55386 8.40352 1.17627  0.1194
H 7.50266 8.71595 2.68880  0.1128
H 4.86126 8.27800 2.41788  0.0641
O 0.63379 2.28797 -1.92156  -0.0674
C 0.82722 1.03937 -1.36282  -0.2775
C 1.10414 1.05931 0.14105  -0.1921
O 2.45950 1.50909 0.44488  -0.0830
H 0.55404 2.26923 -2.87806  0.0901
H -0.08130 0.46548 -1.54542  0.1103
H 1.58168 0.59153 -2.00960  0.1225
H 1.10389 0.03232 0.50630  0.1121
H 0.36006 1.57597 0.74726  0.1121
H 2.66379 2.36155 0.05350  0.0737
O -0.38605 1.51531 6.76794  -0.0891
C 0.90001 1.24667 6.08272  -0.1698
C 0.78478 -0.24179 5.61934  -0.2701
O -0.31387 -0.57450 4.81450  -0.0610
H -0.99529 0.96534 6.27000  0.0529
H 0.97740 2.00529 5.30386  0.1089
H 1.81439 1.20623 6.67463  0.1115
H 0.89394 -0.86488 6.50701  0.1139
H 1.68048 -0.55613 5.08360  0.1125
H -0.13126 -1.32304 4.24184  0.0896
O -4.82439 2.84442 -1.58018  -0.0561
C -3.98279 3.68787 -0.81762  -0.2469
C -3.71585 3.30900 0.64572  -0.2856
O -2.85503 4.17472 1.29825  -0.0548
H -5.02155 3.40254 -2.33597  0.0834
H -2.97941 3.75361 -1.23835  0.1175
H -4.41657 4.68754 -0.79329  0.1196
H -3.30714 2.30145 0.72237  0.1127
H -4.64028 3.14902 1.20064  0.1159
H -2.67329 3.95336 2.21454  0.0951

* highest occupied orbital energy: -0.2847 hartree
* SMILES: CC1(C)CCCC(C)(C)N1O.OCCO.OCCO.OCCO.OCCO.OCCO.OCCO.OCCO
* charge: 0
* 2S+1: 1

=====

Quick ranking, most stable first: version one, version two.